Record 1
{"formula": "C23H60N4O8", "method": "ωB97M-V/def2-TZVPD", "elements": ["C", "H", "H", "N", "C", "H", "H", "H", "H", "C", "H", "H", "H", "C", "H", "O", "H", "C", "N", "H", "C", "H", "H", "H", "H", "H", "C", "O", "C", "H", "N", "H", "H", "H", "C", "H", "H", "H", "H", "H", "H", "H", "C", "C", "C", "O", "H", "H", "H", "H", "O", "H", "C", "C", "H", "C", "C", "H", "N", "C", "H", "H", "C", "H", "H", "C", "H", "H", "O", "C", "C", "O", "H", "H", "H", "H", "H", "H", "H", "H", "H", "H", "O", "H", "H", "H", "H", "C", "H", "C", "H", "H", "H", "H", "O"], "positions_angstrom": [[4.338, -1.176, 0.494], [-6.099, -0.749, -2.280], [-5.527, -0.379, 1.217], [3.340, -2.112, 0.971], [3.495, -2.592, 2.371], [-9.606, 2.493, 2.741], [4.985, -0.349, -1.368], [0.907, -0.297, -0.289], [-3.959, -2.470, 2.516], [4.219, -1.051, -1.037], [-0.708, -4.006, 1.624], [2.749, -2.407, -3.311], [-3.233, -4.993, 2.902], [6.111, 7.361, -2.735], [3.289, -0.483, -1.084], [6.189, 6.308, -3.673], [-5.873, -4.111, 2.337], [-8.792, 2.092, 2.138], [-1.236, -4.657, 2.187], [0.852, -1.506, -1.491], [-3.299, -4.829, 0.842], [-9.208, 1.642, 1.236], [1.788, -3.615, 3.137], [-7.666, 0.373, -0.998], [4.496, -5.812, 1.996], [0.779, -2.092, 0.879], [-2.923, -2.807, 2.471], [-4.648, -4.375, 0.526], [3.609, 4.510, 0.333], [-2.518, -2.615, 3.465], [4.992, 6.268, -0.855], [6.195, 8.302, -3.278], [-2.615, 0.128, -2.950], [-3.002, -1.164, -1.847], [-5.685, -4.746, 1.472], [-2.455, -2.213, 1.686], [4.148, -0.194, 0.928], [-3.311, -5.919, 0.848], [3.002, 1.835, -1.481], [3.327, 6.662, 0.473], [-3.880, -0.891, -3.420], [-0.687, -0.686, -0.953], [-5.620, -0.197, -1.471], [-3.446, -0.438, -2.529], [-6.669, 0.808, -0.921], [0.064, -2.097, 0.238], [4.543, -2.889, 2.404], [-6.752, 1.614, -1.649], [8.075, 5.946, -3.665], [3.840, 1.868, 0.131], [2.653, -4.874, 1.710], [-5.538, -5.752, 1.867], [7.343, 6.176, -4.439], [-7.439, 0.010, 2.209], [7.206, 5.502, -5.284], [4.988, 7.384, -1.792], [-2.706, -4.365, 2.183], [7.649, 7.124, -4.882], [-6.215, 1.320, 0.337], [0.275, -1.105, -0.657], [4.252, 4.222, 1.165], [-8.146, -0.506, 1.559], [3.866, -5.396, 1.209], [4.405, -2.482, -3.953], [3.169, -4.321, 3.681], [3.121, 2.354, -0.529], [-5.459, 1.957, 0.130], [7.035, 7.334, -2.158], [-8.231, 1.059, 2.957], [2.777, -3.881, 2.764], [-6.114, 0.483, 1.534], [3.666, 3.606, -0.747], [-6.682, -4.926, 1.070], [5.087, 8.308, -1.223], [2.592, 4.486, 0.725], [2.108, 2.356, -0.127], [-2.683, -4.471, 0.017], [-5.231, -0.984, -0.826], [4.058, 7.553, -2.334], [5.272, 5.375, -1.234], [3.116, 6.008, -1.179], [4.481, -4.606, 0.780], [4.331, -2.274, -1.862], [-7.112, -0.612, 3.042], [3.496, -2.887, 0.343], [3.696, -6.172, 0.462], [-5.477, 0.960, 2.279], [3.754, -1.993, -3.228], [-8.107, 2.907, 1.905], [3.706, 5.955, -0.265], [-0.908, -4.529, 3.134], [3.382, -1.715, 3.008], [5.345, -1.413, 0.837], [3.774, -0.923, -3.435], [-4.473, 0.453, -2.029]], "e_above_lowest_kcal_mol": 0.0, "total_energy_ha": -1732.6595, "multiplicity": 2, "charge": 1, "homo_ev": [-9.82, -9.82], "gap_ev": [7.221, 2.315]}

***

Record 2
{"formula": "BrH2NOS2", "method": "ωB97M-V/def2-TZVPD", "elements": ["Br", "H", "S", "S", "O", "H", "N"], "positions_angstrom": [[-2.380, -0.261, 0.067], [0.534, 0.086, -1.456], [0.674, -2.140, -0.051], [0.602, -0.207, -0.146], [1.774, 0.519, 0.245], [-0.623, 1.547, 0.562], [-0.582, 0.455, 0.779]], "e_above_lowest_kcal_mol": 25.9, "total_energy_ha": -3501.4684, "multiplicity": 1, "charge": 0, "homo_ev": -9.61, "gap_ev": 7.869}

***

Record 3
{"formula": "C4H12", "method": "ωB97M-V/def2-TZVPD", "elements": ["H", "H", "H", "C", "H", "H", "H", "H", "H", "C", "C", "H", "H", "C", "H", "H"], "positions_angstrom": [[-1.313, 0.938, -0.487], [0.144, 1.341, -0.922], [0.706, -1.669, -1.354], [0.398, -2.168, 0.737], [-0.627, -2.515, 0.997], [-0.574, 3.799, 0.113], [0.337, 2.547, 1.036], [0.979, -2.589, 1.569], [0.569, -3.437, -0.946], [0.975, -2.457, -0.665], [-0.567, 2.767, 0.491], [-1.393, 2.761, 1.221], [0.426, -1.118, 1.032], [-0.806, 1.876, -0.731], [2.061, -2.479, -0.558], [-1.315, 2.402, -1.531]], "e_above_lowest_kcal_mol": 14.1, "total_energy_ha": -159.5624, "multiplicity": 1, "charge": 0, "homo_ev": -11.25, "gap_ev": 12.344, "smiles": "CC.CC"}